[1]
19
Properties=species:S:1:pos:R:3 method="wB97M-V/def2-TZVPD" charge=0 smiles=O[C@@H]1C[C@H]2CO[C@@H]1OC2 homo_energy_ev=-9.73 gap_ha=0.3874
C -1.033 -0.513 -0.941
C -0.163 -1.408 0.022
C 0.826 -0.371 0.636
C 1.680 0.285 -0.464
C -0.553 1.021 -0.864
C 0.082 0.733 1.396
H -2.614 0.145 0.158
H -1.013 -0.880 -1.933
H 0.396 -2.210 -0.495
H -0.835 -1.824 0.850
H 1.559 -0.834 1.344
H 2.228 -0.338 -1.161
H 2.502 0.852 -0.022
H -1.165 1.711 -1.431
H -0.374 0.228 2.290
H 0.864 1.472 1.758
O -2.416 -0.645 -0.455
O 0.771 1.163 -1.194
O -0.741 1.411 0.508


[2]
19
Properties=species:S:1:pos:R:3 method="wB97M-V/def2-TZVPD" charge=0 homo_energy_ev=-7.73 gap_ha=0.2725
C -0.811 -0.285 0.025
C -0.437 -1.558 -0.714
C -0.979 -0.580 1.512
C -0.017 1.633 0.208
C 1.535 0.515 -0.958
C 1.251 1.714 -0.289
O -1.996 0.152 -0.566
O 2.698 -0.124 -0.798
O -0.840 2.303 0.760
H -2.267 0.980 -0.135
H 3.181 0.261 -0.050
H 0.980 0.139 -1.801
H 1.938 2.544 -0.143
H -1.245 -2.289 -0.608
H -0.358 -1.418 -1.792
H 0.474 -2.003 -0.318
H -0.005 -0.816 1.942
H -1.673 -1.413 1.665
H -1.431 0.245 2.062


[3]
19
Properties=species:S:1:pos:R:3 method="wB97M-V/def2-TZVPD" charge=0 homo_energy_ev=-9.25 gap_ha=0.3465
O -0.530 -2.463 1.133
O 0.704 0.915 1.605
O -0.598 1.741 -1.789
C 0.011 -1.507 1.684
C 0.301 -0.237 0.940
C 0.179 -0.159 -0.421
C -1.154 1.114 -2.984
C 0.384 -1.602 3.159
C 0.538 1.060 -1.260
H 0.396 1.687 1.095
H -0.179 -1.028 -0.899
H -0.954 0.037 -3.002
H -0.688 1.605 -3.848
H -2.248 1.238 -3.033
H 0.244 -0.658 3.627
H 1.463 -1.927 3.148
H -0.213 -2.346 3.652
H 1.179 1.763 -0.691
H 1.166 0.767 -2.115


[4]
18
Properties=species:S:1:pos:R:3 method="wB97M-V/def2-TZVPD" charge=0 smiles="CC(=O)C(C)(C)C=S" homo_energy_ev=-8.87 gap_ha=0.3142
C 1.205 -1.825 -0.099
C 0.950 -0.427 -0.609
C -0.282 0.355 -0.062
C 0.144 0.906 1.327
C -0.607 1.510 -1.004
C -1.436 -0.587 0.164
H 2.194 -2.174 -0.427
H 0.478 -2.550 -0.556
H 1.112 -1.908 0.982
H -0.677 1.509 1.781
H 1.039 1.551 1.242
H 0.384 0.116 2.054
H 0.256 2.175 -1.134
H -1.437 2.084 -0.624
H -0.904 1.148 -1.990
H -1.240 -1.381 0.917
O 1.687 0.101 -1.391
S -2.867 -0.602 -0.573


[5]
18
Properties=species:S:1:pos:R:3 method="wB97M-V/def2-TZVPD" charge=0 smiles="CC(=S)OC1(C)CC1" homo_energy_ev=-8.44 gap_ha=0.3383
C -1.363 1.471 0.387
C 0.020 1.900 -0.033
C 0.580 -0.438 -0.108
C 0.795 -0.773 1.335
C -0.455 -1.015 -1.018
C 0.981 -1.377 -1.222
H -1.926 2.338 0.723
H -1.853 1.004 -0.446
H -1.403 0.764 1.210
H 0.086 -0.221 1.961
H 0.610 -1.850 1.452
H 1.821 -0.554 1.652
H -1.026 -1.846 -0.578
H -1.023 -0.396 -1.680
H 1.447 -0.977 -2.106
H 1.342 -2.400 -0.950
O 0.853 0.951 -0.406
S 0.515 3.418 -0.174


[6]
18
Properties=species:S:1:pos:R:3 method="wB97M-V/def2-TZVPD" charge=0 smiles=C[C@@]1(O)[C@H]2CCS[C@@H]21 homo_energy_ev=-8.36 gap_ha=0.3384
C 2.227 0.221 -0.767
C 1.169 -0.495 0.039
C -0.055 0.094 0.681
C -1.120 1.162 0.427
C -2.378 0.191 0.107
C -0.161 -0.852 -0.541
H 2.660 -0.336 -1.618
H 1.907 1.160 -1.213
H 3.045 0.399 -0.045
H 1.257 -2.113 1.097
H -0.211 -0.402 1.694
H -1.305 1.722 1.321
H -0.873 1.733 -0.480
H -3.110 0.047 0.900
H -2.883 0.665 -0.742
H -0.248 -0.284 -1.489
O 1.881 -1.392 0.891
S -1.802 -1.521 -0.262


[7]
18
Properties=species:S:1:pos:R:3 method="wB97M-V/def2-TZVPD" charge=0 smiles=C[C@H]1C[C@@H]2OCS[C@@H]21 homo_energy_ev=-8.56 gap_ha=0.3483
C 2.119 -0.623 -0.072
C 0.660 -0.387 0.246
C 0.227 1.056 0.308
C -0.698 0.800 -0.840
C -2.217 0.025 0.529
C -0.294 -0.711 -0.758
H 2.332 -1.726 0.072
H 2.674 -0.235 0.759
H 2.557 0.073 -1.000
H 0.530 -1.063 1.204
H 1.137 1.680 0.078
H -0.302 1.343 1.269
H -0.308 1.195 -1.812
H -3.219 -0.006 0.644
H -1.746 0.298 1.503
H 0.114 -1.117 -1.562
O -2.008 0.990 -0.411
S -1.561 -1.591 -0.157


[8]
18
Properties=species:S:1:pos:R:3 method="wB97M-V/def2-TZVPD" charge=0 homo_energy_ev=-9.10 gap_ha=0.3361
C 1.360 -0.259 -0.348
C 0.113 -1.171 -0.326
C -1.069 -0.143 -0.009
C -0.313 0.616 1.209
C 0.671 0.971 -0.013
C -0.583 1.031 -0.762
H 3.242 -0.376 0.252
H 1.725 -0.248 -1.363
H -0.264 -1.712 -1.327
H 0.170 -1.807 0.576
H -2.866 -2.102 0.288
H -1.001 1.393 1.518
H 0.239 0.149 2.144
H 1.409 1.864 -0.044
H -0.952 1.002 -1.942
H -1.283 1.873 -0.418
O 2.371 -0.737 0.431
S -2.970 -0.345 0.134


Energy relative to the best compared isomer or geometry (same formula, charge and spin): 1.516 3.889 1.954 0.790 1.663 3.175 3.423 4.705 (eV)